Record 1
56
Properties=species:S:1:pos:R:3 method="wB97M-V/def2-TZVPD" smiles="CC[C@@H](Cl)c1cccc2c1Sc1ccccc1N2N.O=S1(=O)OCCO1.O=S1(=O)OCCO1" homo_energy_ev=-8.350 orbital_gap_ev=8.46 total_energy_ha=-3103.83998 total_charge=0
C -3.1918 3.3269 0.1334
H -1.0608 0.3992 -7.6792
O -0.0590 -3.6460 8.5891
C 1.5881 -3.1927 5.7520
C 0.2027 -1.8708 0.7474
H -4.0718 3.0380 -1.9567
C 0.9956 -2.6197 -0.3036
C 0.8958 0.7507 -6.6445
O 0.2961 -2.8656 6.2713
O 1.8145 -4.6091 2.1284
N 1.5368 2.2140 -3.1453
C -0.7032 1.7027 -4.3691
H 2.0074 1.5276 1.5456
H -3.7156 3.5619 1.1048
H 2.6445 -5.0968 5.6940
S 1.9518 -3.2087 1.9116
C -1.3378 1.2132 -5.5850
O 0.4842 -2.5439 1.9798
O 2.8521 -2.3984 2.6615
H 1.7276 -2.7470 4.7685
O -1.4522 -4.5411 6.7220
O 0.9393 -5.1267 6.8888
H -5.2968 3.5162 -0.6397
C 0.7564 1.7267 -4.2602
H 2.3409 -2.7976 6.4390
C 1.6284 -4.7074 5.7065
C -1.0710 1.8371 -0.2102
C -0.0937 1.6479 0.8714
C 0.9036 2.0160 -1.8530
C 1.5161 1.2396 -5.4219
S -1.6682 2.2972 -2.9510
H 2.9303 1.8389 -0.9174
C -0.5317 2.0282 -1.5619
H 0.4963 -3.5491 -0.5899
H 1.0824 -5.0920 4.8414
H -0.8671 -1.8823 0.5428
C -2.5942 1.8568 0.1705
H 2.6303 1.2631 -5.3722
N 1.9724 3.5528 -3.3616
H 1.1786 -2.0191 -1.1929
Cl -3.5762 0.6163 -0.7354
H -2.3076 4.0246 0.0683
H -0.5279 1.5238 1.8931
H 0.5429 -0.8387 0.8379
S -0.2180 -4.0546 7.2364
H -2.4467 1.2214 -5.6719
C 1.3531 1.6498 0.6559
H 2.3810 3.8662 -2.4799
H -2.6215 1.5316 1.2494
O 2.2273 -2.9593 0.3418
C -4.2392 3.6081 -1.0136
H 1.1356 4.1171 -3.5796
C 1.8270 1.8210 -0.7128
H 1.5012 0.3836 -7.5104
H -4.1248 4.7003 -1.2884
C -0.5635 0.7477 -6.7452

Record 2
89
Properties=species:S:1:pos:R:3 method="wB97M-V/def2-TZVPD" homo_energy_ev=-4.140 orbital_gap_ev=5.96 total_energy_ha=-9117.27332 total_charge=-1
C -0.8993 6.1664 -2.3257
C -3.2066 2.7750 2.4285
C 1.4547 -0.5623 1.1153
C -1.1490 0.9780 -1.4393
C -1.8461 -3.6637 5.1534
C 2.7593 -1.4461 -3.1318
H -4.1306 4.6945 2.1938
C -3.0511 -2.5537 3.4360
C 0.4437 6.0262 -2.6346
N -3.4475 5.4639 -0.0196
C 4.7862 -0.3788 -3.9438
C 0.4544 -1.7218 2.8808
H 1.2067 0.2149 0.3990
C 5.2666 -0.3715 -2.6447
F -2.4535 -3.9468 -2.5462
H 5.0977 0.0517 -6.0292
C -4.5600 -1.6532 -1.6380
C 1.6710 -1.8146 3.5590
C 3.2611 -1.4282 -1.8171
H 1.5888 5.1043 0.4191
C -3.5553 3.9101 1.7155
H -2.6599 3.8585 -2.3160
C 3.5311 -0.9263 -4.1660
C 1.7952 -2.6614 4.7091
O -1.0169 -4.0197 0.9052
N 2.9136 -2.8782 5.3618
O -5.5937 -2.3560 0.6121
H 3.5062 -0.6925 3.8602
H 5.0490 0.1359 0.2380
F -5.2242 -2.6508 -2.2185
H -1.7793 -4.2932 6.0310
Se 2.5390 -4.0011 6.7055
N -1.4352 0.9265 -0.1585
C -3.0532 -3.3665 4.5608
H 3.1366 -0.9500 -5.1768
H -0.5936 0.1396 -1.8458
C -3.1407 4.1645 0.4136
H -3.5237 2.6403 3.4536
S -4.2782 -2.0524 0.1541
O -1.3818 -2.0131 -0.5230
C -2.4745 3.1131 -0.2939
H -1.3906 2.0028 -3.3191
C -2.4344 1.7643 1.8354
Mg -1.6644 -0.8092 1.1608
H -3.9842 -2.2872 2.9547
C 0.8874 5.3973 -0.3500
C -0.6786 -3.1266 4.6224
S -1.8052 -3.3324 -0.0595
Te 2.0760 -2.3215 -0.2898
N -3.3604 -3.3327 0.2623
H -0.8108 5.3190 0.9476
H -1.6071 6.4812 -3.0826
N 0.8018 -4.1051 6.2803
Br 3.1699 5.4483 -2.0537
N 0.2857 -1.0222 1.7627
F -2.2810 -5.6258 -1.1945
C 0.6263 -3.3497 5.2368
C -2.2606 3.0745 -1.6891
H 4.7180 -1.5796 0.4573
C -1.7571 -4.4494 -1.5289
O -2.0488 0.7064 2.4227
C -0.7599 -2.3285 3.4795
C 4.5331 -0.8892 -1.5800
C 1.4114 -2.0233 -3.4799
H 6.5768 -0.3147 -5.1379
C 1.3274 5.6398 -1.6416
H 0.8020 6.2217 -3.6359
C -2.0955 1.9606 0.4196
C 2.5509 -0.1990 2.0258
C 2.6893 -0.8769 3.1741
F -3.4473 -1.4219 -2.3219
C 5.1666 -0.8501 -0.2154
H 6.2368 -1.0494 -0.2904
C -0.4595 5.5189 -0.0560
N -1.9453 -2.0665 2.8955
H 1.1792 -1.8370 -4.5291
C -1.5794 2.0321 -2.2550
C -1.3690 5.8877 -1.0465
F -5.3130 -0.5527 -1.6785
H 3.2320 0.5899 1.7375
H 1.3861 -3.1012 -3.3097
N -2.7349 6.1764 -0.7577
F -0.5009 -4.6291 -1.9163
H 0.6228 -1.5957 -2.8592
O -3.6634 -0.8309 0.6686
H -3.9863 -3.7470 4.9505
C 5.6067 0.1817 -5.0745
H 5.7936 1.2480 -4.9339
H 6.2507 0.0425 -2.4444

Record 3
72
Properties=species:S:1:pos:R:3 method="wB97M-V/def2-TZVPD" spin_multiplicity=4 s2=3.782 homo_energy_ev="-16.305 / -16.301" orbital_gap_ev="6.74 / 6.03" total_energy_ha=-1786.66719 total_charge=+3
H 1.8211 -3.3972 5.2416
C 3.8507 -0.3710 7.1045
H -0.2767 0.2472 4.8233
N -0.0404 2.7922 0.3737
H 5.7275 -0.3142 1.5304
C 1.7462 -0.1531 5.3499
C -2.2887 -2.0492 -0.1806
C 2.3466 0.0616 1.2162
H 1.4829 1.8344 6.1208
H -0.6985 -2.1628 2.5849
H -4.1162 -1.6518 3.9674
C -1.6642 0.3687 2.8626
H 2.9203 -2.9133 3.9674
H -5.3310 0.4799 3.9914
N 0.0722 4.7615 -0.6126
H 1.4901 4.6815 4.3568
H 1.0446 0.2976 -1.9397
N -3.4754 -2.0068 -0.7707
C 4.0277 -0.2465 -0.4524
H 0.7601 2.6509 3.1728
C -0.2088 3.4775 -0.7630
H 0.0234 5.4552 -1.3464
C 1.4021 0.2527 0.2062
H -1.8271 -2.9533 0.1784
H 1.2284 -2.4096 3.9174
C 1.1904 4.7429 3.3196
C 4.7308 -0.3739 1.9607
C 2.0660 0.9226 6.1727
H -0.5155 3.0554 -1.7091
H 4.6364 -1.3562 2.4298
C -1.5676 -2.1526 3.2452
C -3.6766 1.6339 3.2685
H -4.2079 2.5750 3.2953
H -4.7597 0.7061 -1.8624
C 1.2342 5.9929 2.6779
N -1.7535 -0.8326 -0.1139
C 1.7764 0.1709 -1.1429
C -4.3011 0.4590 3.6611
H -1.8168 2.5049 2.6340
C 0.7774 0.1568 3.1241
H -5.3386 -0.9775 -2.0049
N -3.6171 -0.7281 -1.0481
H 2.7427 -0.0405 3.2538
H -2.2410 -2.9563 2.9483
C 3.5180 -1.4305 6.2796
H 4.6826 0.3876 2.7433
H -1.2157 -2.3996 4.2493
C 3.1166 0.8097 7.0628
H 0.9203 7.0947 0.8572
N 1.9921 0.0868 2.5822
C 2.0803 -2.5740 4.5750
N -4.7134 -0.2738 -1.6429
C -2.2843 -0.8320 3.2397
N -0.3144 0.3687 2.3501
C -3.6103 -0.7482 3.6496
H 4.6780 -0.4681 7.7941
H 5.0614 -0.4371 -0.7111
C 0.7818 3.6005 2.6643
H 3.3618 1.6325 7.7196
N -2.6246 0.0197 -0.6905
H 3.3964 -0.1606 -2.5063
C 0.8775 6.1365 1.3562
H 4.0825 -2.3528 6.3389
C -2.3467 1.5913 2.8774
C 0.4082 3.7360 1.3271
C 3.6871 -0.1767 0.8952
C 2.4446 -1.3587 5.3887
N 0.6313 0.0247 4.4373
H 1.5619 6.8594 3.2351
Re -0.5023 0.7696 0.4614
C 0.4695 4.9785 0.7019
C 3.0934 -0.0856 -1.4714

Record 4
16
Properties=species:S:1:pos:R:3 method="wB97M-V/def2-TZVPD" homo_energy_ev="-7.504 / -7.504" orbital_gap_ev="7.49 / 7.49" total_energy_ha=-321.86375 total_charge=0
H -0.8756 2.3624 0.3327
C -1.7062 0.0596 -0.8374
H -1.5132 0.6259 1.9411
H -0.0866 -1.9559 0.5929
C 0.5569 -1.0918 0.5142
H 2.1327 -1.7994 -0.6573
H 1.9404 -0.0558 -0.7902
H 0.8028 -1.1410 -1.6298
H 0.6693 1.6170 0.7835
N -1.2125 -0.2309 1.4586
C -0.1434 1.5970 0.0588
H 1.0616 -0.8536 1.4387
C 1.3893 -0.9938 -0.7237
H 0.2368 1.7998 -0.9434
N -0.7713 0.2690 0.1164
N -2.4808 -0.2085 -1.6552

Record 5
101
Properties=species:S:1:pos:R:3 method="wB97M-V/def2-TZVPD" spin_multiplicity=6 s2=8.919 homo_energy_ev="-6.164 / -7.130" orbital_gap_ev="5.57 / 5.29" total_energy_ha=-2684.99260 total_charge=0
N 0.3525 -2.1358 0.3310
H -2.4718 -0.8930 -5.3928
C -3.7140 -1.3500 -1.4752
H 3.2811 0.6647 -3.6549
C 1.1255 -4.2443 0.5181
C -1.3033 2.5896 -0.0843
C 1.9909 -2.4127 2.0955
C -2.3519 -0.1388 -4.6182
H -2.7312 2.4863 -3.6420
H 5.9078 -5.4038 4.1570
C 5.1109 -4.7996 3.7527
N -0.7588 1.6908 0.7951
C -0.9117 1.3045 -2.1243
H -0.6408 0.0703 -6.7550
C 3.8406 -5.3331 3.6157
C -1.1965 2.5071 -1.5037
H -2.0519 3.7153 7.9036
C -1.0545 4.9516 -2.0677
H 4.8881 0.3356 -3.0316
C -5.5741 -2.7484 -0.8882
Si 3.1684 -0.3993 -1.3589
C -0.8713 2.2407 4.5285
C -0.4541 1.6324 3.2430
C -0.3828 -2.9358 -0.4856
C -0.5633 0.8938 -6.0444
C -0.3550 1.1852 -3.4903
H -3.3540 -0.3846 -1.7929
C -1.7871 3.3467 1.9742
C -0.4329 3.5209 6.5197
C 3.8983 0.6875 -2.7644
C 2.8114 -4.5644 3.1029
C 5.3418 -3.4822 3.3937
C -1.4199 6.0118 -2.8783
C 4.3129 -2.7087 2.8923
C 0.0759 -4.2582 -0.3835
H 1.8142 -4.9733 3.0400
H 1.1400 -0.3274 -4.2636
H 2.7563 -1.3763 4.6322
H -1.2390 1.6845 -6.3671
H -3.0745 0.6509 -4.8174
C 0.1546 -0.1978 -3.8373
C 1.2644 0.2033 4.4226
H -3.3316 4.3590 -5.1205
C -2.5907 2.5383 6.1953
H 3.9574 -2.5700 -2.3935
C -1.5152 3.6676 -2.3436
C -2.2372 5.8051 -3.9780
C 2.9930 -2.1836 -2.0821
H 3.6486 -6.3554 3.9068
O -0.1369 -1.2718 -2.9909
H -6.6397 -2.8981 -0.8004
C 1.2424 -2.9140 1.0050
H -2.5810 -0.5986 -3.6643
C 4.5682 -0.5677 -0.0460
N 0.7430 -0.2744 2.2618
H -0.2783 -5.0970 -0.9501
C 2.0379 -0.8453 4.0405
H -5.0792 -4.6721 -0.0961
H 0.4583 1.2676 -6.0692
C -1.3905 -2.1999 -1.2105
H 3.9859 1.7185 -2.4452
C -2.7966 -2.3598 -1.1030
C -2.3443 3.4739 -3.4491
C -5.0717 -1.5469 -1.3664
Ru -0.0560 -0.1568 0.4175
H -2.8491 1.4409 4.3736
C 3.0385 -3.2470 2.7069
H 1.2333 0.6814 5.3819
C -2.6950 4.5296 -4.2645
C -0.9485 0.4157 -4.6604
C 1.6690 -1.1853 2.6968
H 0.2720 2.0276 -3.7571
C -1.7235 3.2949 6.9644
C -1.0184 2.1493 2.0597
H -3.5912 2.3445 6.5526
C -0.8154 -1.0161 -1.8639
H 4.4767 0.2103 0.7048
C -4.6907 -3.7426 -0.4854
H -0.3963 5.1066 -1.2255
H 6.3273 -3.0540 3.5000
H 4.5236 -1.5300 0.4533
H 1.7252 -5.0862 0.8077
H 0.2436 4.1049 7.1266
C -0.0049 2.9956 5.3124
C -2.1719 2.0241 4.9810
N -1.1024 0.1674 -1.4022
H -2.5180 6.6309 -4.6154
H -2.6443 -4.3268 -0.2670
C -3.3313 -3.5582 -0.5838
H 4.4917 -1.6803 2.6218
H -5.7507 -0.7577 -1.6565
H 2.3224 -2.2026 -2.9346
H -2.4702 4.4464 0.1998
H -2.1570 3.9114 2.8090
H -1.0610 7.0055 -2.6502
C 0.4757 0.5822 3.2867
H 2.5893 -2.8535 -1.3307
C -1.9432 3.6242 0.6413
H 0.9993 3.1900 4.9643
H 5.5466 -0.4858 -0.5102
O 1.8185 0.2165 -0.8539

Record 6
16
Properties=species:S:1:pos:R:3 method="wB97M-V/def2-TZVPD" spin_multiplicity=2 s2=0.750 homo_energy_ev="1.557 / -7.168" orbital_gap_ev="2.72 / 11.60" total_energy_ha=-159.46798 total_charge=-1
H 1.6263 -0.8471 0.0218
H 1.6666 1.9777 -0.3475
C 2.2837 1.2075 0.1024
H -2.3301 0.4320 -0.8909
H 2.8666 -0.5583 -1.1305
C -1.7148 -0.0198 -0.0633
H -2.1531 -1.4867 1.4933
H -2.8678 -1.8698 -0.0958
H 1.3772 -0.1649 -1.4556
H -1.6958 0.9041 0.6525
H 2.0823 1.0967 1.0782
H 3.2282 1.4798 -0.2317
H -3.3835 -0.4210 1.1396
H -0.8159 -0.4267 -0.4483
C 2.0838 -0.2236 -0.6592
C -2.5862 -0.9834 0.6560